No. 1
ORCA calculation (ωB97M-V with the def2-TZVPD basis set) on C20H62NO12Pd as an isolated structure at a distorted geometry.

```
! wB97M-V def2-TZVPD RIJCOSX def2/J DEFGRID3
* xyz 1 3
Pd -1.10307 -0.38885 3.04573
C -2.85646 -0.26886 -0.91214
C -1.38630 -0.46162 -1.25469
C -1.24041 -0.01769 -2.74343
C 0.22916 0.10794 -3.13550
C 0.90584 1.12269 -2.20710
C 0.90363 0.60730 -0.75465
N -0.49396 0.36010 -0.40395
O -0.73671 0.34529 0.81028
C 1.56852 1.72030 0.05085
C 1.81774 -0.63335 -0.65079
C -1.02589 -1.93504 -1.15821
H -3.26356 0.73458 -1.01260
H -3.00365 -0.52015 0.14620
H -3.43727 -0.99123 -1.48118
H -1.81671 0.89670 -2.87888
H -1.67115 -0.82204 -3.34538
H 0.18441 0.43443 -4.18330
H 0.75631 -0.83924 -3.25293
H 0.33679 2.04854 -2.30212
H 1.87311 1.18579 -2.71113
H 2.59522 1.93437 -0.22722
H 1.61583 1.37498 1.09344
H 0.95856 2.62692 0.06872
H 1.82401 -1.19954 -1.58237
H 1.44449 -1.23750 0.17480
H 2.88185 -0.41249 -0.56131
H -0.11335 -2.23218 -1.66484
H -1.83805 -2.56946 -1.52509
H -0.95505 -2.30046 -0.12591
C -4.37786 -0.31142 3.07063
O -3.18883 0.32348 2.59555
H -5.08958 -0.45817 2.26147
H -4.13535 -1.23556 3.58727
H -4.82597 0.29138 3.86691
H -3.46152 1.04648 2.02151
C 5.60911 2.09071 0.74437
O 6.92349 1.83127 1.20686
H 5.42772 3.16570 0.68618
H 5.48726 1.73373 -0.28014
H 4.91092 1.51437 1.36020
H 7.10093 2.38747 1.96921
C -2.76440 -3.17168 1.95969
O -1.56384 -2.59995 2.49600
H -3.59379 -3.23592 2.66188
H -3.07185 -2.65207 1.05530
H -2.51757 -4.18991 1.64677
H -1.05160 -3.33332 2.84488
C 2.02685 -1.37530 3.06728
O 1.06818 -0.44642 3.66670
H 2.53578 -0.80659 2.29440
H 2.75803 -1.62570 3.83552
H 1.54163 -2.29136 2.74738
H 1.47128 -0.26876 4.52085
C -1.02691 -5.04373 -4.44178
O -0.26187 -4.00209 -3.86749
H -0.65422 -6.00907 -4.10146
H -2.07327 -4.97097 -4.12880
H -1.00205 -5.12581 -5.53281
H -0.62831 -3.17685 -4.19730
C 5.75786 -2.80499 0.96032
O 5.28249 -4.03167 1.48818
H 6.38016 -2.34873 1.72572
H 6.38291 -2.94209 0.07064
H 4.95531 -2.12916 0.64537
H 4.53817 -4.33044 0.96006
C 2.38548 4.61060 1.88226
O 2.28425 5.07089 3.24429
H 3.36226 4.93444 1.51219
H 2.30533 3.52691 1.90083
H 1.64087 5.09958 1.25961
H 2.60066 4.34758 3.79074
C -4.63242 -4.83369 -1.76633
O -4.93604 -5.95915 -0.97847
H -4.31251 -4.06061 -1.05407
H -3.87653 -5.03109 -2.51885
H -5.48569 -4.40569 -2.30673
H -5.56340 -5.71817 -0.29479
C -2.59235 3.47321 -0.86224
O -1.84495 3.11436 0.26864
H -3.49499 2.88947 -1.05483
H -2.88096 4.52493 -0.79632
H -1.99810 3.49125 -1.78713
H -1.40706 2.27309 0.09308
C 0.00641 2.67977 3.27775
O -0.90823 1.69316 3.79340
H 1.01247 2.29635 3.44511
H -0.20032 2.87827 2.22897
H -0.02943 3.59867 3.86442
H -1.67680 2.17657 4.10910
C 0.17905 4.51578 -3.54647
O 0.29509 5.68785 -4.37405
H -0.55232 3.85351 -4.01722
H 1.16377 4.08333 -3.40246
H -0.20854 4.82236 -2.56954
H -0.45810 6.22940 -4.12345
*
```

Output
lowest unoccupied orbital energy (spin up / spin down)	-2.314 / -2.695	eV
E_HOMO (spin up / spin down)	-11.0 / -11.0	eV
strongest force on any atom	0.06938	hartree/bohr
<S²>	2.007

***

No. 2
ORCA calculation (ωB97M-V with the def2-TZVPD basis set) on C20H64AlBNO10 as an isolated structure at a distorted geometry.

```
! wB97M-V def2-TZVPD RIJCOSX def2/J DEFGRID3
* xyz -1 1
C -1.17437 -0.79677 1.80362
N -0.01176 -1.30116 2.54792
C 0.87238 -2.10579 1.70560
B 0.72736 -0.21778 3.29308
O 1.15553 -0.56493 4.63279
Al 1.06121 1.65262 2.40013
H -1.65451 0.04220 2.31797
H -1.89707 -1.63504 1.71222
H -0.86816 -0.48411 0.78721
H 0.90202 -3.12911 2.12021
H 1.87929 -1.66755 1.63648
H 0.47279 -2.21713 0.68460
H 0.35554 -0.48294 5.15486
H -0.32050 2.49779 2.55962
H 2.25442 2.38394 3.21189
H 1.37129 1.57214 0.82555
C -2.52665 -5.37711 2.66981
C -3.66088 -4.90273 1.78367
O -3.21444 -3.84717 0.94978
H -2.15617 -4.55074 3.27853
H -2.85109 -6.18631 3.32908
H -1.68915 -5.73315 2.06593
H -4.48914 -4.52806 2.38674
H -4.03572 -5.72062 1.15710
H -2.48856 -4.19050 0.41628
C 2.89650 7.08695 4.03934
C 2.85023 5.66097 3.51578
O 1.60152 5.05090 3.79668
H 2.72224 7.10260 5.11691
H 3.86403 7.55197 3.83194
H 2.11250 7.69380 3.57716
H 3.61915 5.05406 3.99224
H 3.02021 5.64207 2.43304
H 0.91713 5.56764 3.36713
C -2.15631 -7.09865 -3.22450
C -2.46959 -5.93379 -2.30522
O -1.74904 -6.05408 -1.07746
H -2.41620 -8.04414 -2.74387
H -2.70983 -7.01635 -4.16201
H -1.09629 -7.13392 -3.45055
H -3.53261 -5.91106 -2.06198
H -2.20385 -4.98523 -2.78126
H -0.81314 -6.06176 -1.29036
C 3.30693 3.24581 -1.84761
C 2.48225 3.89003 -0.74931
O 2.62880 5.31413 -0.77732
H 4.36191 3.50304 -1.73308
H 3.20400 2.15947 -1.82414
H 2.99207 3.60761 -2.83185
H 2.81112 3.54061 0.22675
H 1.42329 3.63996 -0.86014
H 2.32326 5.61802 -1.63693
C -1.00102 7.43559 -2.67691
C 0.05540 7.01931 -3.68315
O 0.84847 5.94964 -3.17644
H -0.53426 7.74311 -1.74036
H -1.60247 8.26286 -3.05923
H -1.66523 6.59953 -2.44586
H 0.72847 7.84963 -3.89544
H -0.40849 6.70391 -4.62390
H 0.26316 5.20949 -2.99558
C 1.47195 -10.22629 -2.78529
C 0.06963 -9.87151 -3.24383
O 0.09283 -8.79560 -4.17968
H 1.95320 -9.36089 -2.32801
H 1.45335 -11.04195 -2.06015
H 2.09115 -10.52875 -3.63385
H -0.53771 -9.55170 -2.39805
H -0.41580 -10.73688 -3.70793
H 0.61869 -9.07705 -4.93170
C 2.95055 9.59638 0.30162
C 4.02185 9.18717 -0.69268
O 4.81359 8.12595 -0.17972
H 3.40458 9.90707 1.24387
H 2.34661 10.42020 -0.08694
H 2.29081 8.75435 0.52379
H 4.69162 10.02307 -0.89822
H 3.56810 8.86910 -1.63866
H 4.22217 7.38409 -0.00914
C -3.70569 -2.25050 5.45232
C -2.19419 -2.32345 5.33617
O -1.58911 -1.16426 5.89650
H -4.08280 -1.36189 4.94417
H -4.17555 -3.13350 5.01308
H -4.01181 -2.17738 6.50055
H -1.89256 -2.37336 4.28967
H -1.80735 -3.21142 5.84932
H -1.83869 -1.12113 6.82133
C -2.38597 -1.43572 -5.65016
C -2.19995 -2.27169 -4.39762
O -1.21321 -3.28242 -4.59804
H -2.68135 -2.06743 -6.48962
H -3.14895 -0.66958 -5.50067
H -1.45005 -0.94505 -5.92910
H -3.12985 -2.77476 -4.13357
H -1.89932 -1.64224 -3.55444
H -0.38874 -2.84469 -4.81850
*
```

Output
lowest unoccupied orbital energy	1.907	eV
E_HOMO	-3.2	eV
strongest force on any atom	0.03107	hartree/bohr

***

No. 3
ORCA calculation (ωB97M-V with the def2-TZVPD basis set) on C20H64BInO18 as an isolated structure at a distorted geometry.

```
! wB97M-V def2-TZVPD RIJCOSX def2/J DEFGRID3
* xyz 2 1
In 0.54243 1.05476 2.27397
B -0.70215 -0.13408 -0.08182
H 0.30008 -0.73101 0.11151
H -0.45228 1.00572 -0.25455
H -1.50387 -0.63961 -0.77161
H -1.30146 -0.21646 1.02097
C 1.79211 -5.79916 1.18012
C 2.43689 -4.54451 0.63258
O 1.41133 -3.62562 0.23573
H 2.58334 -6.36124 1.67649
H 1.38511 -6.39989 0.36974
H 1.02400 -5.53608 1.90608
H 3.08675 -4.73662 -0.22826
H 3.09258 -4.06563 1.37044
H 1.77978 -2.86557 -0.24064
C -3.60240 2.09349 -1.88072
C -4.12771 3.37054 -1.24838
O -4.38744 3.07402 0.14048
H -4.34065 1.33706 -1.59887
H -2.68226 1.73155 -1.41210
H -3.46680 2.10081 -2.95869
H -5.07565 3.64203 -1.71098
H -3.43154 4.20914 -1.30196
H -4.08614 3.79653 0.69748
C 2.04052 -2.44183 -3.63450
C 3.03378 -2.07982 -2.56990
O 2.32325 -1.45469 -1.46829
O 1.49483 -1.25680 -4.19734
H 1.27171 -3.08407 -3.19206
H 2.53608 -3.04066 -4.40551
H 3.77510 -1.33359 -2.85735
H 3.52680 -2.97444 -2.19677
H 1.60914 -0.88838 -1.79306
H 0.84568 -1.51098 -4.86148
C -1.68741 -3.47958 1.66291
C -0.88593 -2.86154 2.81817
O 0.25300 -2.12783 2.31353
O -2.42018 -2.53205 0.94864
H -2.35460 -4.16159 2.19349
H -1.00652 -4.01731 0.99789
H -0.56557 -3.59480 3.55886
H -1.50762 -2.09637 3.27982
H 0.60170 -2.69549 1.59077
H -1.82421 -1.87154 0.57904
C -1.18016 4.33108 1.66123
C -0.53301 4.51889 2.99879
O -0.37231 3.22623 3.62381
O -0.37556 3.50830 0.84455
H -1.34413 5.29865 1.17502
H -2.18142 3.91126 1.72632
H -1.18439 5.17054 3.58473
H 0.44653 4.99604 2.96238
H -0.71738 3.22126 4.52139
H -0.23198 3.88986 -0.02628
C -3.16623 1.45697 2.97752
C -2.73628 0.19771 3.64704
O -1.35003 0.31788 4.03893
O -2.34430 1.66566 1.84910
H -2.89671 2.25421 3.69425
H -4.22135 1.59836 2.75156
H -2.84184 -0.56559 2.85981
H -3.34322 -0.17030 4.47338
H -1.06491 -0.47953 4.49952
H -2.88271 2.12576 1.18329
C 2.57993 3.20270 -0.30255
C 3.17449 3.27659 1.07415
O 2.21605 3.19331 2.14613
O 1.83216 2.00752 -0.33632
H 3.33230 3.14219 -1.09034
H 1.96014 4.09422 -0.45069
H 3.82683 4.14569 1.22399
H 3.93411 2.52841 1.30543
H 1.89220 4.08249 2.32401
H 1.72589 1.71446 -1.26150
C -0.22349 2.13490 -4.39317
C 0.16591 1.33048 -3.18963
O 1.59409 1.22116 -3.05922
O -0.01296 3.53161 -4.11656
H -1.24411 1.98486 -4.75372
H 0.44005 1.90212 -5.23352
H -0.37536 0.37960 -3.21084
H -0.07062 1.85282 -2.26148
H 1.93389 0.47509 -3.57551
H 0.05004 3.97759 -4.96623
C 4.34648 0.21566 2.55323
C 3.96764 -0.21250 1.16994
O 2.66022 -0.72329 1.18668
O 3.34122 1.06751 3.09972
H 5.29585 0.75709 2.53378
H 4.49402 -0.67524 3.17320
H 4.72545 -0.86210 0.71868
H 4.03004 0.66245 0.50516
H 2.46880 -0.85186 0.23716
H 3.63600 1.61155 3.83444
C -1.78516 -3.27911 -2.34400
C -3.10302 -3.94116 -2.62010
O -3.19559 -4.47504 -3.93494
O -1.77487 -1.88483 -2.68940
H -0.95873 -3.73506 -2.90220
H -1.33684 -3.43083 -1.35405
H -3.96367 -3.28361 -2.45326
H -3.33760 -4.76165 -1.93806
H -3.30184 -3.72570 -4.53008
H -1.75218 -1.38017 -1.85855
*
```

Output
lowest unoccupied orbital energy	-10.005	eV
E_HOMO	-13.7	eV
strongest force on any atom	0.05921	hartree/bohr

***

No. 4
ORCA calculation (ωB97M-V with the def2-TZVPD basis set) on a 12-piece molecular cluster, C20H64N16O12 overall at a distorted geometry.

```
! wB97M-V def2-TZVPD RIJCOSX def2/J DEFGRID3
* xyz 0 1
C -3.77283 2.36646 5.76937
C -3.86602 0.88772 5.55164
C -3.08169 0.38907 4.27046
O -3.40608 0.15124 6.71445
H -2.76898 2.72289 5.53839
H -3.98928 2.44024 6.83511
H -4.58087 2.90669 5.27609
H -4.90163 0.60674 5.36018
H -3.36903 -0.51346 3.73104
H -2.01178 0.21213 4.38035
H -3.06911 1.25693 3.61110
H -4.07945 0.26136 7.38976
C 0.59946 0.05327 -0.94706
C 0.02516 0.46063 0.34801
C -1.12820 -0.44115 0.83132
O 0.93774 0.48821 1.32949
H -0.06864 0.11196 -1.80630
H 1.06301 -0.93305 -0.92706
H 1.39743 0.75513 -1.18941
H -0.27275 1.50493 0.25431
H -1.99740 0.01235 0.35495
H -1.32933 -0.52766 1.89911
H -1.02639 -1.41684 0.35618
H 1.01400 -0.43254 1.59024
C 3.95402 -3.98348 -3.88640
C 3.31532 -4.80596 -2.74281
C 4.41191 -5.21323 -1.75655
O 2.43265 -3.95967 -1.95005
H 3.21185 -3.88059 -4.67805
H 4.79641 -4.55582 -4.27487
H 4.41922 -3.06594 -3.52613
H 2.95622 -5.75296 -3.14572
H 4.08076 -6.07497 -1.17703
H 4.66745 -4.47084 -1.00047
H 5.32551 -5.51454 -2.26903
H 2.85333 -3.12674 -1.72455
C 4.40240 1.77336 -2.01412
C 4.41008 0.99588 -3.31879
C 3.13980 0.21110 -3.53882
O 4.59913 1.99856 -4.23343
H 4.88551 1.19419 -1.22719
H 3.40977 2.09004 -1.69395
H 4.95861 2.71076 -2.01485
H 5.30737 0.39947 -3.48393
H 2.35942 0.88837 -3.19180
H 3.18172 -0.74618 -3.01926
H 3.03892 -0.03797 -4.59517
H 4.70774 1.55486 -5.07779
C -2.88375 -2.10171 -2.29289
O -3.23602 -1.01351 -1.78345
N -3.29227 -2.51060 -3.53065
N -2.04729 -2.98648 -1.81519
H -3.79315 -1.84305 -4.09950
H -2.87041 -3.32052 -3.96211
H -2.12524 -3.96379 -2.05786
H -1.63583 -2.67761 -0.94605
C -3.47900 2.50276 -0.35709
O -4.06474 1.65218 0.28446
N -2.54734 2.24898 -1.25078
N -3.54813 3.72155 -0.13027
H -1.93970 2.95435 -1.64234
H -2.30601 1.27225 -1.33944
H -3.13000 4.42374 -0.72374
H -4.04157 4.01666 0.70010
C -6.16977 -1.10666 0.91967
O -7.06548 -1.81354 1.39777
N -6.30883 -0.32140 -0.05403
N -4.98704 -1.00796 1.32961
H -5.63472 0.40437 -0.25132
H -7.26419 -0.19552 -0.35660
H -4.74038 -1.37024 2.23957
H -4.31543 -0.68452 0.64812
C 2.57493 -2.94014 3.60685
O 3.07457 -3.58557 2.74229
N 2.77092 -1.63749 3.70722
N 1.93210 -3.40453 4.61794
H 2.45671 -1.13678 4.52616
H 3.37050 -1.12690 3.07485
H 1.34675 -2.81592 5.19327
H 1.84905 -4.41075 4.64478
C 3.96901 -1.23993 0.24500
O 3.49231 -1.53891 -0.80990
N 5.03431 -1.74597 0.81290
N 3.73142 -0.15630 0.91014
H 5.30976 -1.29411 1.67316
H 5.65527 -2.30087 0.24141
H 4.47861 0.02596 1.56481
H 3.03989 0.48556 0.54973
C 0.62270 -1.99283 -4.88704
O 1.51393 -2.34490 -5.64504
N 0.24403 -2.51387 -3.79127
N 0.06689 -0.89057 -5.19228
H -0.55353 -2.23228 -3.23926
H 0.83009 -3.24796 -3.42014
H 0.32385 -0.49003 -6.08314
H -0.68120 -0.47282 -4.65753
C 1.12430 4.90904 -0.66892
O 2.30979 4.86592 -0.69149
N 0.41562 5.63043 -1.47522
N 0.36785 4.23573 0.18314
H -0.59099 5.56286 -1.42747
H 0.95620 6.15693 -2.14653
H -0.60617 4.47270 0.05972
H 0.75407 3.36537 0.51988
C -2.77219 4.51701 3.09503
O -3.82490 4.52751 2.46786
N -1.66913 3.86585 2.75097
N -2.69394 5.01525 4.31025
H -1.77603 3.18982 2.00823
H -0.87560 3.76202 3.36712
H -3.49041 5.56664 4.59608
H -1.79712 5.13466 4.75921
*
```

Output
lowest unoccupied orbital energy	-0.082	eV
E_HOMO	-8.6	eV
SMILES string	NC(N)=O.NC(N)=O.NC(N)=O.NC(N)=O.NC(N)=O.NC(N)=O.NC(N)=O.NC(N)=O.CC(C)O.CC(C)O.CC(C)O.CC(C)O
strongest force on any atom	0.16021	hartree/bohr